The following is a quantum chemistry calculation of a molecular structure, C53H54BN9O5Ti in a non-equilibrium geometry, from the Open Molecules 2025 dataset.

CARTESIAN COORDINATES (ANGSTROEM)
C1 3.465631 -0.474412 1.060795
H1 -1.280337 3.696313 -3.406707
C2 -2.377729 -3.858744 4.530922
C3 0.882170 -1.254956 -4.099360
H2 4.754318 -3.807033 -3.435023
H3 -4.131911 -0.981974 6.856799
C4 3.454822 3.787244 -1.470910
C5 5.638182 -3.405029 -2.942841
C6 2.272589 -2.832610 3.660391
H4 -1.523596 2.932908 2.695608
C7 -0.471115 -3.678161 3.065439
N1 1.409714 0.367270 0.998200
H5 -3.343949 0.431208 -0.177606
H6 -5.879273 -0.905284 5.114576
H7 5.972748 -4.117780 -2.186003
C8 -1.996105 2.192056 -2.021428
O1 -1.534909 0.784103 1.684716
C9 -1.138235 2.629097 -3.214648
H8 -1.297710 0.521081 4.007579
C10 -3.627329 -0.009368 0.775947
C11 -3.469993 2.524514 -2.232139
C12 -2.599484 -0.224510 5.548644
H9 -3.934151 2.720309 -1.265268
H10 5.424335 -4.054129 3.504804
H11 -2.737520 -5.795779 5.385501
N2 4.035919 -0.490388 -1.635385
C13 1.906100 0.548079 2.223981
C14 -2.911546 4.554579 2.539169
H12 4.073228 4.661648 -1.589967
H13 4.673186 -4.566825 1.206272
H14 4.721041 2.061554 -2.076880
C15 -2.482674 -4.092587 0.734905
H15 7.210271 -1.216399 -1.559024
C16 3.797220 2.479296 -1.713014
O2 0.139860 -1.496957 2.172370
N3 1.649565 -0.459046 -2.199219
N4 -1.930503 -1.764450 0.596652
N5 1.687026 2.471210 -1.062347
C17 -2.908118 0.807127 1.886733
H16 0.456797 5.059879 -1.364177
H17 0.117016 -4.401255 0.515951
H18 2.054967 0.641302 -3.960293
C18 -1.562899 -3.071058 0.597674
C19 -0.193916 -5.026027 3.282469
C20 3.558972 -3.142491 4.064449
C21 -3.824290 -3.795691 0.902149
H19 -5.223011 -2.179514 1.109378
H20 -1.320066 -3.147189 -2.823775
H21 3.844189 0.016240 3.168080
C22 -2.524392 3.232957 2.418688
O3 -1.014639 0.191627 -1.024255
C23 -4.869257 -0.589542 4.880429
C24 5.296644 -0.164286 -1.260301
C25 -4.568708 -0.142330 3.603507
C26 -0.084482 -3.337626 0.644408
C27 1.220774 4.844088 -0.616819
H22 -2.138530 -5.118031 0.742289
H23 3.883030 -2.888055 5.066644
C28 -3.889148 -0.630059 5.861714
H24 0.693805 4.559558 0.295281
H25 -1.772474 -2.062692 3.513589
H26 -0.198502 -3.821231 -4.021052
H27 -3.582062 3.417903 -2.850849
C29 3.998950 -4.080890 1.901952
C30 1.830168 -3.158688 2.381304
C31 -4.676813 2.665516 1.566003
C32 -3.275068 0.259293 3.277134
C33 1.600001 -0.235482 -3.527448
C34 4.423303 -3.789059 3.186803
C35 0.362966 -2.850581 2.053736
H28 -4.556443 -4.580790 1.029866
H29 0.897751 0.676424 4.104248
C36 -5.069907 3.991700 1.684919
Ti1 -0.512103 -0.373550 0.730406
H30 4.342722 -0.971647 0.686250
H31 -0.711304 2.410241 -0.592847
H32 -1.828542 -0.263079 6.308749
N6 1.007466 -1.591730 -1.889342
C37 -4.189608 -2.455350 0.945646
C38 5.291510 -2.094660 -2.315785
H33 1.801915 5.747285 -0.431537
N7 4.038872 -1.677731 -2.278398
H34 5.500610 0.739169 -0.708572
N8 2.400418 -0.241525 0.255065
H35 2.399240 -3.986561 0.478714
H36 -4.498751 5.981231 2.259090
C39 1.165576 1.316958 3.260877
H37 1.579907 -2.336342 4.329905
H38 -5.360487 -0.089983 2.867024
H39 -6.074788 4.275639 1.395229
N9 2.726793 1.694810 -1.447166
H40 0.640065 -1.389711 -5.139952
H41 6.439414 -3.291986 -3.674893
H42 0.429178 -2.741933 -0.115016
H43 -2.212341 5.287959 2.922922
C40 -0.267835 -3.347861 -3.042296
C41 -4.192930 4.946163 2.173014
C42 3.198355 0.024566 2.306359
H44 -3.977209 1.695802 -2.723051
H45 0.113607 -4.040527 -2.290897
O4 -1.573442 2.783213 -0.824749
B1 2.675200 0.141994 -1.263333
C43 -1.014200 -5.785052 4.103532
H46 -1.424972 2.061186 -4.099978
C44 -2.300612 0.216077 4.269118
C45 0.521370 -2.080656 -3.020360
H47 0.256272 1.713024 2.812660
H48 -0.803860 -6.839905 4.238275
C46 -3.241367 -1.467163 0.777083
C47 -3.394581 2.265134 1.925253
C48 -1.799635 0.616175 -1.949933
H49 0.663500 -5.483249 2.801564
C49 2.112366 3.728529 -1.058652
C50 2.707038 -3.762798 1.492867
H50 -4.706756 0.064686 0.880746
H51 -0.085563 2.448535 -2.992823
H52 -5.395784 1.957698 1.172686
O5 -2.362310 -0.050384 -2.805987
H53 1.780597 2.137144 3.633485
C51 -2.105535 -5.203218 4.734627
H54 -3.232024 -3.390334 5.003878
C52 -1.563088 -3.104627 3.697038
C53 6.140612 -1.162839 -1.680893

Atoms 1-6, force components in eV/Å:
-0.385 0.079 -0.011
0.001 -0.002 0.045
0.005 -0.038 -0.010
-0.094 0.024 -0.106
0.024 -0.033 -0.024
0.024 0.005 0.007

Charge = -1
Spin multiplicity = 2
Highest occupied orbital energy (spin up / spin down) = -3.9669 / -5.8807 eV
Relative energy (zero: lowest compared OMol25 entry of this formula, charge and spin) = 158.8 kJ/mol
Electronic energy = -3795.7481 Ha


The following is a quantum chemistry calculation of a molecular structure, C53H54BrCsGe2N3O4Sb in a non-equilibrium geometry, from the Open Molecules 2025 dataset.

CARTESIAN COORDINATES (ANGSTROEM)
H1 -4.394962 2.661576 -1.385519
H2 -6.553022 -6.889083 3.408403
N1 6.099776 -3.755415 -1.991209
H3 -3.294830 1.796259 -3.559470
C1 -4.185150 -4.677175 1.267230
C2 -5.170152 3.484344 0.417698
H4 -5.686311 4.392065 2.293028
H5 0.817369 7.407880 -0.016106
C3 -1.832498 4.840987 -3.779966
H6 -3.359865 0.415567 0.642131
H7 3.100695 6.801312 -0.748083
C4 -3.060514 2.790927 -3.924690
H8 -0.901354 -2.117767 -3.556948
C5 -2.552031 4.149613 1.029261
H9 0.311394 -4.428050 -0.198327
C6 -4.513677 -4.318064 2.573080
C7 -3.682369 3.231930 -5.085279
C8 2.264118 -2.441890 0.669760
C9 0.266430 2.508657 2.969531
Sb1 -1.284831 2.768931 -1.489071
C10 0.883614 3.342999 3.883679
H10 -3.796730 -1.553187 -3.730217
H11 -1.033297 5.818911 -0.272727
H12 1.690920 2.959475 -1.968564
C11 -5.423231 -0.598644 3.106460
C12 -4.695588 -0.173223 4.208944
C13 -5.570155 -6.641396 1.514428
H13 2.533915 2.228340 0.653957
H14 -4.113326 -3.402853 2.994058
H15 -5.525238 -0.750213 0.967956
C14 -2.816068 3.474511 -0.156488
Ge1 -1.501629 -3.072934 0.879903
C15 -4.726984 -5.850968 0.748892
C16 -1.427514 -2.281623 2.660723
H16 -5.617631 -4.789960 4.343304
C17 -3.375157 4.484738 -5.595344
O1 6.478020 -4.377810 -1.016703
H17 -1.651182 -4.991825 -2.695766
C18 -5.894942 -6.271971 2.812614
H18 -4.535666 -0.021986 -3.307020
H19 4.503833 -3.618289 0.126009
O2 1.155785 -1.994147 0.951247
C19 -1.001528 -2.918604 -2.820902
C20 -0.035029 5.527597 -0.588617
C21 2.787743 3.392511 2.445506
H20 -4.850571 -1.450337 -2.329782
C22 4.423075 -2.214789 -2.965802
H21 0.447931 -4.502528 1.538710
H22 -2.197097 6.257512 -5.344629
C23 1.008047 6.431714 -0.442326
H23 -1.117432 -2.981147 4.698785
C24 -3.747832 0.253208 1.635595
C25 -4.960087 -0.393107 1.816964
O3 1.480369 -0.697895 -1.569051
H24 -2.113375 -0.059507 -2.599242
C26 -4.887986 4.140222 1.607837
N2 -1.711640 1.226292 2.448871
H25 3.521209 4.572416 -1.743674
H26 -0.084798 -3.777461 3.524722
C27 -3.287282 -3.810035 0.459323
C28 -0.264389 -4.578590 0.718565
H27 -1.534200 4.429799 1.280361
C29 -3.577240 4.482985 1.904871
C30 2.504712 -1.434738 -1.672397
C31 -3.481618 0.469621 4.015483
C32 -3.008474 0.687250 2.729888
H28 -1.489952 -6.156009 1.611443
C33 -2.446573 5.283985 -4.944175
Br1 -7.056608 -1.499962 3.371231
H29 -1.626382 -6.060252 -0.127378
H30 -1.582326 2.352478 4.187922
H31 -5.973633 -7.554589 1.096110
C34 -1.084507 -3.373135 3.678580
H32 5.012797 -2.228380 -3.871991
H33 0.009118 -3.113619 -2.456657
H34 0.367337 3.627276 4.790398
H35 -3.168927 0.121620 -1.221936
H36 -2.887936 0.747519 4.876087
Cs1 -0.080437 -0.040386 0.154159
C35 -0.923195 -5.953953 0.700304
H37 -4.472425 -6.149023 -0.260519
H38 -1.778288 -4.216097 3.638294
H39 -2.416492 -1.866075 2.851697
C36 4.153133 -3.016132 -0.700696
H40 -1.004234 -4.557551 -4.271325
H41 -3.851742 4.833303 -6.501714
Ge2 -2.094170 -2.240471 -1.352946
H42 -0.707279 -1.464371 2.750042
C37 -1.125561 1.996700 3.257822
H43 -1.109156 5.484421 -3.291506
H44 -0.180313 -6.747861 0.598218
C38 -3.522957 -3.458399 -0.815692
C39 4.854163 -2.975588 -1.868207
C40 3.284199 -1.471257 -2.879251
H45 3.786334 3.714039 2.187231
C41 2.527649 4.843356 -1.409417
H46 -4.394120 2.594417 -5.592485
C42 2.967160 -2.266560 -0.582468
C43 -5.366520 -5.100158 3.337301
O4 6.654598 -3.765884 -3.074840
H47 2.677931 4.448584 4.308624
H48 -2.613716 -4.035877 -3.798446
C44 -1.595642 -4.186530 -3.431379
H49 -5.066292 -0.365372 5.205550
N3 0.850821 2.127824 1.823512
C45 2.290660 6.091646 -0.854327
C46 0.190423 4.264464 -1.132454
C47 -2.139742 3.592423 -3.247653
H50 -4.408350 -3.812313 -1.346178
C48 -4.142616 3.163493 -0.458773
C49 -2.871558 -0.575815 -2.004560
H51 -3.349098 5.011774 2.822211
C50 -4.077033 -0.920820 -2.885045
H52 2.798713 -3.051617 1.419936
H53 2.946549 -0.873965 -3.713877
C51 1.484053 3.934402 -1.536042
H54 -6.190003 3.221332 0.169265
C52 2.084418 2.556019 1.583708
C53 2.169790 3.795136 3.611392

Atoms 1-6, force components in eV/Å:
0.037 -0.044 -0.076
-0.023 -0.027 0.017
-0.756 0.067 -0.076
0.028 0.008 0.036
0.188 0.230 -0.112
0.049 0.015 -0.014

Highest occupied orbital energy = -7.8663 eV
Relative energy (zero: lowest compared OMol25 entry of this formula, charge and spin) = 86.4 kJ/mol
Electronic energy = -9505.3184 Ha